{
  "formula": "C4H10N3S",
  "method": "wB97M-V/def2-TZVPD",
  "species": ["S", "N", "N", "N", "C", "C", "C", "C", "H", "H", "H", "H", "H", "H", "H", "H", "H", "H"],
  "coordinates": [[1.76662, -1.42987, 0.81533], [1.52184, 0.87769, -0.38835], [-0.47678, -0.29661, -0.23237], [0.91304, -0.37955, 2.02870], [-0.76788, 1.17989, -0.10899], [-1.36997, -1.01073, -1.15420], [0.99817, -0.37085, -0.53676], [0.63733, 1.72959, -0.16521], [-1.10084, 1.53463, 0.89069], [-2.38477, -0.94529, -0.97445], [0.88263, 2.74080, -0.02482], [-1.42600, 1.44124, -0.87392], [0.90402, -0.92147, 2.92063], [-1.22452, -2.20320, -1.18722], [-1.08170, -0.70969, -2.23847], [-0.51360, -0.70625, 0.74269], [1.18621, -0.95138, -1.54839], [1.53619, 0.42104, 2.03510]],
  "forces_ev_per_a": [[-1.2964, 0.9489, 0.1370], [1.5626, 1.2578, -0.8143], [-1.1995, -0.2482, 1.4261], [0.9113, -1.8107, -0.3783], [1.5383, -0.0381, 1.9624], [2.8039, -3.2389, -3.4705], [0.8494, -4.2605, -1.0090], [-0.9937, -0.3821, -0.7619], [-0.5432, -0.9637, -0.5570], [-1.9691, 0.9678, 0.6484], [0.1328, 1.3035, 0.2445], [-1.0025, 0.8022, -1.2059], [0.2040, 0.9134, -0.8297], [0.3276, 2.7053, 0.5855], [-0.8135, -0.1968, 1.8728], [-0.1347, 0.6218, -0.6941], [-0.2994, 1.5291, 1.8875], [-0.0781, 0.0892, 0.9567]],
  "nbo_charge": [0.39, -0.40, -0.43, -1.00, -0.29, -0.44, -0.03, 0.14, 0.26, 0.24, 0.23, 0.25, 0.42, 0.26, 0.24, 0.50, 0.27, 0.40],
  "orbital_gap_ev": 10.10,
  "total_charge": 1,
  "smiles": "C[N@@H+]1CC=N[C@H]1SN",
  "e_tot_ha": -720.55306,
  "e_homo_ha": -0.4928
}

---

{
  "formula": "C4H10N4",
  "method": "wB97M-V/def2-TZVPD",
  "species": ["N", "N", "N", "N", "C", "C", "C", "C", "H", "H", "H", "H", "H", "H", "H", "H", "H", "H"],
  "coordinates": [[1.44460, -1.70761, 0.61180], [1.05880, 1.68786, -0.36869], [-1.52483, 0.14180, 0.59055], [-1.64345, 1.36726, 0.17335], [1.39588, 0.45773, -0.40672], [0.73115, -0.61291, 0.38608], [-0.52328, -1.07506, -1.14149], [-0.32519, -0.09718, 1.36783], [-2.45510, 1.54079, -0.40558], [2.18121, 0.06310, -1.05584], [-1.11113, -1.90775, -0.76702], [-0.56243, -0.88525, 2.08052], [-0.78184, 1.92287, 0.01116], [1.21320, -2.12826, 1.50800], [0.29589, -1.46400, -1.74083], [1.65210, 2.26353, -0.96330], [0.02105, 0.80111, 1.88992], [-1.06662, -0.36805, -1.76973]],
  "forces_ev_per_a": [[0.1523, 0.4665, -0.3399], [0.3753, -0.3507, 0.2395], [-0.1092, -0.6208, 0.3496], [0.0697, 1.0472, -0.2593], [-0.1584, 0.1354, -0.6830], [-0.5775, 0.2263, 0.9033], [0.3334, -0.7482, -0.7992], [0.2794, -0.0116, -0.4093], [0.1667, -0.0661, 0.0815], [0.1368, 0.0985, 0.0906], [-0.0907, 0.1911, 0.0019], [0.0747, 0.0281, 0.0933], [-0.4362, -0.2407, 0.1415], [-0.2867, -0.0539, -0.0832], [0.2493, -0.0632, 0.1761], [-0.0287, -0.1543, -0.0373], [-0.0209, -0.0534, 0.0349], [-0.1293, 0.1697, 0.4990]],
  "nbo_charge": [-0.63, -0.70, -0.16, -0.56, 0.15, 0.13, -0.55, -0.33, 0.37, 0.18, 0.21, 0.21, 0.40, 0.33, 0.19, 0.36, 0.21, 0.18],
  "orbital_gap_ev": [6.21, 9.12],
  "e_tot_ha": -377.23523,
  "e_homo_ha": [-0.2585, -0.3031]
}

---

{
  "formula": "C4H10N4",
  "method": "wB97M-V/def2-TZVPD",
  "species": ["N", "N", "N", "N", "C", "C", "C", "C", "H", "H", "H", "H", "H", "H", "H", "H", "H", "H"],
  "coordinates": [[1.75837, 0.19266, -0.49378], [1.99853, 1.49119, -0.97120], [-0.31776, -1.66657, 1.56033], [0.49441, -1.54335, 0.37614], [-2.08012, 0.09630, -0.66825], [-0.68575, 0.62660, -0.51881], [0.58979, -0.27987, -0.28386], [-1.76635, 1.08841, 0.50219], [-2.16190, 2.03624, 0.53284], [1.37150, 2.00838, -0.37895], [-2.61332, 0.62503, -1.44706], [2.94875, 1.71201, -0.42295], [-2.54811, -0.87555, -0.55980], [-0.61706, -2.70063, 1.68604], [0.28614, -1.61163, 2.39386], [1.45203, -1.79374, 0.46662], [-1.60318, 0.64099, 1.49177], [-0.39521, 1.45269, -1.25043]],
  "forces_ev_per_a": [[0.1440, -2.2813, 0.3759], [2.2832, 0.2613, 2.2280], [0.2778, -1.9958, 0.6007], [-0.6259, 0.2988, -1.1582], [-0.7373, 2.0692, 0.4577], [1.2318, 0.0771, -0.7570], [-1.8754, 2.7119, 1.5006], [1.7522, -4.3274, -0.1230], [-0.5877, 2.0864, -0.4392], [-0.5815, 1.1553, -0.1890], [-0.0453, 0.0222, -0.2059], [-2.3318, -0.5310, -2.0637], [0.9633, -0.2274, 0.5332], [0.3922, 2.1404, -1.0935], [-0.0786, 0.6964, -0.4297], [0.7713, -0.7706, 0.5066], [-0.3605, 0.0675, -0.5297], [-0.5918, -1.4531, 0.7859]],
  "nbo_charge": [-0.35, -0.62, -0.65, -0.48, -0.41, -0.31, 0.40, -0.41, 0.21, 0.33, 0.21, 0.35, 0.24, 0.35, 0.34, 0.36, 0.23, 0.23],
  "orbital_gap_ev": 9.27,
  "smiles": "N/N=C(/NN)C1CC1",
  "e_tot_ha": -377.28640,
  "e_homo_ha": -0.3052
}

---

{
  "formula": "C4H10N4",
  "method": "wB97M-V/def2-TZVPD",
  "species": ["N", "N", "N", "N", "C", "C", "C", "C", "H", "H", "H", "H", "H", "H", "H", "H", "H", "H"],
  "coordinates": [[-2.15923, -0.29688, -1.65179], [0.14339, -1.34094, -1.11960], [1.76866, 1.44819, 0.58290], [-0.42219, 1.31862, -0.28833], [0.04879, 0.33697, 1.87243], [0.50646, 0.85778, 0.72054], [0.30328, -2.25891, -0.29448], [-0.89531, -0.25725, -1.67883], [0.72695, 0.11149, 2.67779], [-0.39669, 0.17931, -2.53831], [-0.92935, -0.11222, 1.91686], [2.22668, 1.25500, -0.29606], [0.81140, -2.08572, 0.66588], [-1.39137, 1.22146, -0.00391], [-0.22879, 2.25853, -0.61519], [2.34297, 1.37116, 1.40911], [0.09960, -3.30051, -0.55229], [-2.55525, -0.70608, -0.80670]],
  "forces_ev_per_a": [[0.2633, 0.2278, 1.1036], [-3.8147, 2.9295, -0.7139], [-0.3539, -0.1314, -0.2065], [0.9163, -0.4210, 0.8880], [0.5637, -0.7990, -0.7354], [-1.4040, 2.4022, 0.7517], [0.9677, -0.0284, -0.0875], [2.4085, -3.4068, -1.5307], [0.1770, -0.1906, 0.0495], [0.0455, 0.1573, 0.3371], [-0.3311, 0.4016, 0.1518], [0.1608, -0.0454, 0.1669], [-0.1928, -0.1089, 0.2213], [0.3640, 0.1920, -0.0086], [0.1154, -0.1121, 0.2013], [0.1405, -0.2381, -0.3113], [-0.0532, -0.3807, 0.0160], [0.0268, -0.4479, -0.2933]],
  "nbo_charge": [-0.76, -0.56, -0.84, -0.80, -0.57, 0.37, 0.06, 0.36, 0.20, 0.17, 0.20, 0.39, 0.13, 0.40, 0.40, 0.39, 0.13, 0.34],
  "orbital_gap_ev": 8.56,
  "smiles": "[H]/N=C\\N=C.C=C(N)N",
  "e_tot_ha": -377.27184,
  "e_homo_ha": -0.2924
}

---

{
  "formula": "C4H10N4",
  "method": "wB97M-V/def2-TZVPD",
  "species": ["N", "N", "N", "N", "C", "C", "C", "C", "H", "H", "H", "H", "H", "H", "H", "H", "H", "H"],
  "coordinates": [[-1.78635, 1.42695, -0.37740], [1.77121, -1.44472, -0.18381], [-1.72888, -0.86431, -0.53113], [-0.81959, 0.31629, 1.43767], [1.01031, -0.33178, 0.21240], [1.53831, 0.97891, -0.32203], [0.30581, -0.38557, 1.43764], [-1.22699, 0.28291, 0.12464], [2.26916, -1.33772, -1.05691], [-2.69942, -1.05639, -0.30224], [1.08597, 1.83306, 0.17797], [2.62555, 1.03519, -0.18280], [-1.14490, -1.68242, -0.44869], [0.53968, -1.06226, 2.25926], [1.31529, -2.34291, -0.10734], [-2.57666, 1.34122, -0.99690], [1.32898, 1.07817, -1.39190], [-1.80748, 2.21540, 0.25153]],
  "forces_ev_per_a": [[-0.1312, 0.1272, -0.0021], [0.1412, -0.0154, -0.0632], [0.6151, -0.3068, -0.6927], [-0.7311, 0.7650, -0.9079], [0.1633, -0.2979, 0.8747], [-0.4681, -0.0326, -0.3917], [0.4700, -0.9190, -0.9232], [-0.5273, 0.6269, 1.7125], [-0.0318, -0.0632, 0.1628], [0.1920, 0.0785, 0.1682], [-0.0268, -0.1297, 0.0412], [-0.0965, -0.1304, 0.0304], [-0.1585, 0.0897, 0.1505], [0.2071, 0.1025, 0.0406], [0.0949, 0.1567, -0.0819], [0.1162, -0.0375, -0.1114], [0.0945, 0.0819, -0.0260], [0.0769, -0.0960, 0.0192]],
  "nbo_charge": [-0.80, -0.83, -0.88, -0.54, 0.07, -0.64, -0.03, 0.54, 0.38, 0.37, 0.23, 0.21, 0.38, 0.18, 0.37, 0.38, 0.21, 0.40],
  "orbital_gap_ev": 7.54,
  "smiles": "C/C(N)=C\\N=C(N)N",
  "e_tot_ha": -377.36274,
  "e_homo_ha": -0.2418
}

---

Looking at relative energy (zero: lowest compared OMol25 entry of this formula, charge and spin) for the records above, in order, we have 203.0 555.5 421.2 459.4 220.7 kJ/mol.